Entry 1:
Formula: C44H57N7ORe
Source: the Open Molecules 2025 dataset
Level of theory: ωB97M-V/def2-TZVPD

Geometry (Å):
Re 0.891 0.059 -0.313
C 0.225 6.419 3.591
C 0.311 6.219 2.073
C 0.399 4.770 1.727
C 1.514 4.025 1.529
C 2.933 4.494 1.491
C 3.338 4.975 0.094
C 1.101 2.676 1.132
C 1.752 1.713 0.441
C -0.971 1.459 1.614
C -2.142 1.235 2.375
C -2.921 2.286 3.110
C -4.253 2.613 2.435
C -2.409 -0.133 2.275
C -1.421 -0.689 1.412
C -1.590 -1.718 0.494
C -1.241 -1.556 -0.858
N -0.861 -0.276 -1.310
C -1.349 -0.128 -2.553
C -1.646 1.159 -3.118
C -1.877 2.286 -2.386
N -1.576 2.437 -1.037
C -2.077 3.604 -0.692
C -1.760 4.312 0.523
C -0.744 3.924 1.344
N -0.279 2.614 1.373
C -2.772 4.276 -1.815
C -2.598 3.472 -2.884
C -3.122 3.642 -4.275
C -4.517 3.035 -4.447
C -3.536 5.555 -1.712
C -4.833 5.386 -0.913
C -1.889 -1.365 -3.015
C -1.821 -2.257 -1.958
C -2.450 -3.611 -1.881
C -3.951 -3.530 -1.579
C -2.497 -1.592 -4.364
C -1.442 -1.651 -5.471
N -0.485 0.303 1.128
C -3.558 -0.924 2.822
C -3.897 -0.669 4.291
H 0.129 7.476 3.830
H 1.117 6.036 4.086
H -0.640 5.898 4.006
H 1.180 6.746 1.676
H -0.566 6.661 1.597
H 3.593 3.686 1.814
H 3.065 5.300 2.212
H 3.224 4.176 -0.642
H 4.377 5.302 0.081
H 2.715 5.811 -0.226
H 2.825 1.850 0.301
H -2.315 3.191 3.186
H -3.094 1.958 4.134
H -4.096 2.966 1.414
H -4.791 3.384 2.986
H -4.894 1.731 2.383
H -2.216 -2.564 0.750
H -1.956 1.167 -4.156
H -2.067 5.349 0.565
H -2.430 3.190 -4.990
H -3.153 4.705 -4.520
H -4.526 1.983 -4.156
H -4.847 3.106 -5.483
H -5.244 3.556 -3.824
H -3.763 5.922 -2.714
H -2.916 6.325 -1.243
H -5.481 4.645 -1.380
H -5.377 6.328 -0.855
H -4.628 5.053 0.106
H -1.944 -4.213 -1.124
H -2.297 -4.130 -2.829
H -4.140 -2.993 -0.648
H -4.379 -4.527 -1.487
H -4.482 -3.004 -2.373
H -3.217 -0.798 -4.581
H -3.070 -2.519 -4.353
H -0.868 -0.721 -5.515
H -1.905 -1.804 -6.445
H -0.742 -2.469 -5.296
H -3.331 -1.985 2.694
H -4.440 -0.728 2.204
H -3.007 -0.723 4.919
H -4.600 -1.424 4.640
H -4.366 0.301 4.442
N 1.637 -0.704 2.901
C 2.652 -1.048 2.093
C 3.833 -1.559 2.681
C 4.901 -1.894 1.909
C 4.805 -1.735 0.516
C 3.646 -1.248 0.003
N 2.555 -0.891 0.750
H 1.717 -0.899 3.884
H 0.751 -0.385 2.548
H 3.860 -1.665 3.757
H 5.805 -2.279 2.361
H 5.616 -1.999 -0.145
H 3.530 -1.143 -1.061
C 1.703 2.343 -3.164
N 2.363 1.176 -3.745
C 3.006 1.398 -5.042
C 2.357 -0.014 -3.209
O 1.820 -0.354 -2.121
H 0.816 2.587 -3.748
H 2.397 3.182 -3.192
H 1.405 2.156 -2.136
H 2.269 1.779 -5.747
H 3.416 0.465 -5.421
H 3.805 2.128 -4.931
H 2.867 -0.791 -3.780

HOMO (spin up / spin down), Eh: -0.4408 / -0.4424
Energy above the lowest of the compared OMol25 structures with the same formula, charge and spin, kcal per mole: 108.7
HOMO-LUMO gap (spin up / spin down), eV: 5.949 / 5.619
Charge: +2
<S²>: 3.823
Multiplicity: 4
Energy, eV: -61147.5804

Mulliken population analysis, charges in e, atoms 1 to 8: Re 1.09; C -1.26; C -0.75; C -0.28; C 0.11; C -1.10; C -0.92; C 0.66

---

Entry 2:
Formula: C44H58Br2N5O9S2SiTi
Source: the Open Molecules 2025 dataset
Level of theory: ωB97M-V/def2-TZVPD

Geometry (Å):
Ti -0.924 -0.767 -0.501
C 6.592 -2.104 -0.809
C 5.114 -2.291 -0.618
C 4.390 -1.459 0.227
C 3.023 -1.623 0.400
C 2.392 -2.650 -0.281
C 3.088 -3.505 -1.133
C 4.445 -3.315 -1.294
S 0.666 -2.857 -0.173
O 0.130 -2.141 -1.403
O 0.319 -4.237 -0.078
N 0.093 -1.871 0.925
C -0.831 -2.418 1.923
C -2.236 -2.157 1.390
O -3.218 -2.000 2.055
O -2.205 -2.037 0.047
H 6.988 -1.353 -0.128
H 6.809 -1.786 -1.830
H 7.128 -3.038 -0.638
H 4.897 -0.670 0.766
H 2.464 -0.977 1.061
H 2.575 -4.308 -1.646
H 5.001 -3.975 -1.947
H -0.698 -1.913 2.876
H -0.693 -3.496 2.042
C 3.028 3.483 -2.476
C 2.343 2.245 -2.979
C 2.396 1.883 -4.323
C 1.786 0.717 -4.735
C 1.122 -0.045 -3.781
Br 0.403 -1.685 -4.438
N 1.009 0.285 -2.513
C 1.634 1.409 -2.134
H 4.100 3.317 -2.369
H 2.641 3.790 -1.504
H 2.892 4.308 -3.175
H 2.920 2.505 -5.039
H 1.819 0.388 -5.763
H 1.546 1.651 -1.079
C -1.542 2.901 -1.935
O -1.620 1.511 -2.225
C -2.456 1.122 -3.223
C -3.065 1.974 -4.129
C -3.932 1.444 -5.080
Br -4.770 2.622 -6.293
C -4.200 0.095 -5.145
C -3.580 -0.768 -4.239
C -2.718 -0.243 -3.290
O -2.093 -1.051 -2.354
C -3.904 -2.203 -4.293
N -5.052 -2.673 -4.667
C -4.927 -4.055 -4.571
C -5.857 -5.051 -4.862
C -5.462 -6.361 -4.690
C -4.173 -6.685 -4.234
C -3.247 -5.708 -3.924
C -3.657 -4.393 -4.102
N -3.013 -3.181 -3.873
H -2.540 3.320 -1.785
H -1.032 3.435 -2.740
H -0.969 2.984 -1.015
H -2.881 3.037 -4.105
H -4.883 -0.318 -5.873
H -2.556 -1.908 -2.289
H -6.845 -4.794 -5.214
H -6.155 -7.161 -4.910
H -3.903 -7.726 -4.116
H -2.261 -5.959 -3.560
H -2.009 -3.072 -3.891
C -5.003 2.281 1.760
C -4.998 0.896 1.112
C -3.752 0.627 0.403
N -2.780 0.404 -0.161
H -5.928 2.413 2.316
H -4.937 3.066 1.009
H -4.166 2.388 2.447
H -5.814 0.783 0.396
H -5.098 0.096 1.850
C 4.230 2.777 0.770
C 3.126 2.960 1.802
C 2.046 3.898 1.274
C 3.687 3.482 3.116
O 2.591 1.641 2.041
Si 1.130 1.108 2.509
S -0.191 1.047 0.804
O 1.287 -0.381 3.124
C 2.056 -0.874 4.252
C 3.205 -1.691 3.682
C 2.580 0.278 5.097
C 1.122 -1.754 5.070
O 0.507 2.177 3.554
C -0.789 2.515 4.081
C -0.523 3.142 5.441
C -1.630 1.252 4.221
C -1.456 3.520 3.152
H 4.613 3.742 0.440
H 3.849 2.234 -0.097
H 5.057 2.210 1.196
H 2.494 4.841 0.960
H 1.305 4.107 2.042
H 1.533 3.453 0.418
H 4.135 4.467 2.972
H 4.456 2.809 3.496
H 2.895 3.567 3.860
H 3.932 -1.048 3.185
H 2.827 -2.414 2.958
H 3.714 -2.236 4.478
H 3.224 0.929 4.508
H 3.161 -0.118 5.929
H 1.761 0.873 5.502
H 0.857 -2.662 4.527
H 0.207 -1.216 5.318
H 1.609 -2.051 5.999
H -0.004 2.437 6.090
H -1.461 3.426 5.920
H 0.094 4.033 5.333
H -1.156 0.551 4.907
H -1.755 0.757 3.255
H -2.617 1.497 4.616
H -0.870 4.437 3.096
H -2.445 3.776 3.534
H -1.562 3.113 2.145

HOMO, Eh: -0.3821
Energy above the lowest of the compared OMol25 structures with the same formula, charge and spin, kcal per mole: 28.1
HOMO-LUMO gap, eV: 6.752
Charge: +1
Energy, eV: -265199.4675

Mulliken population analysis, charges in e, atoms 1 to 8: Ti -1.45; C -1.64; C 0.76; C -0.51; C 0.18; C 0.34; C -0.89; C -0.89

---

Entry 3:
Formula: C44H59NO3P2SSiTi
Source: the Open Molecules 2025 dataset
Level of theory: ωB97M-V/def2-TZVPD

Geometry (Å):
Ti -1.218 0.027 -0.694
C 0.079 0.002 3.199
Si -1.045 -0.447 1.754
C -2.380 0.843 1.368
C -3.738 0.538 1.581
C -4.740 1.400 1.195
C -4.421 2.585 0.533
C -3.107 2.898 0.270
C -2.064 2.052 0.680
P -0.255 2.422 0.567
C 0.016 3.797 1.819
C 0.671 3.363 3.130
C 1.032 4.580 3.981
C -0.191 5.446 4.259
C -0.863 5.860 2.956
C -1.226 4.642 2.107
C 0.347 3.307 -0.976
C 0.681 2.357 -2.152
C -0.177 2.588 -3.395
C -1.578 3.020 -2.988
C -1.510 4.431 -2.410
C -0.286 4.613 -1.490
C -1.797 -2.107 2.205
C -2.224 -2.451 3.488
C -2.561 -3.759 3.799
C -2.441 -4.750 2.832
C -2.011 -4.428 1.555
C -1.699 -3.111 1.231
P -1.131 -2.538 -0.406
C 0.606 -3.056 -0.770
C 1.645 -1.950 -0.529
C 2.168 -1.885 0.899
C 2.692 -3.243 1.353
C 1.578 -4.279 1.263
C 1.048 -4.397 -0.163
C -2.107 -3.358 -1.763
C -3.627 -3.285 -1.510
C -4.248 -4.558 -0.941
C -3.871 -5.786 -1.760
C -2.357 -5.957 -1.818
C -1.682 -4.710 -2.379
H -0.502 0.512 3.971
H 0.919 0.630 2.921
H 0.475 -0.914 3.644
H -3.998 -0.400 2.057
H -5.775 1.150 1.386
H -5.209 3.245 0.199
H -2.880 3.807 -0.262
H 0.743 4.427 1.292
H 1.567 2.772 2.930
H -0.018 2.724 3.688
H 1.789 5.174 3.458
H 1.489 4.248 4.916
H 0.089 6.326 4.840
H -0.904 4.882 4.870
H -0.186 6.506 2.386
H -1.761 6.448 3.152
H -1.709 4.968 1.185
H -1.959 4.028 2.640
H 1.314 3.595 -0.546
H 0.583 1.309 -1.825
H 1.740 2.451 -2.401
H -0.177 1.692 -4.016
H 0.263 3.385 -4.001
H -1.991 2.335 -2.236
H -2.276 2.983 -3.827
H -2.440 4.678 -1.900
H -1.436 5.146 -3.232
H -0.513 5.290 -0.666
H 0.501 5.113 -2.062
H -2.288 -1.689 4.257
H -2.904 -4.013 4.793
H -2.679 -5.777 3.076
H -1.914 -5.213 0.823
H 0.543 -3.182 -1.858
H 1.251 -0.968 -0.840
H 2.491 -2.140 -1.199
H 1.367 -1.582 1.579
H 2.940 -1.116 0.973
H 3.070 -3.179 2.375
H 3.536 -3.546 0.724
H 0.770 -3.996 1.945
H 1.933 -5.258 1.593
H 0.232 -5.123 -0.205
H 1.844 -4.799 -0.799
H -1.878 -2.638 -2.554
H -4.110 -3.074 -2.472
H -3.872 -2.440 -0.864
H -5.332 -4.432 -0.918
H -3.938 -4.698 0.096
H -4.255 -5.676 -2.780
H -4.340 -6.680 -1.346
H -2.094 -6.807 -2.452
H -1.972 -6.205 -0.826
H -1.964 -4.648 -3.437
H -0.597 -4.827 -2.378
O -4.843 1.782 -2.268
S -4.647 0.366 -2.305
O -5.559 -0.483 -1.605
N -3.083 0.020 -1.862
C -2.339 -0.303 -2.910
O -1.088 -0.449 -2.769
C -3.086 -0.478 -4.170
C -2.618 -0.899 -5.403
C -3.542 -1.007 -6.436
C -4.882 -0.698 -6.230
C -5.348 -0.269 -4.990
C -4.423 -0.171 -3.976
H -1.571 -1.135 -5.540
H -3.220 -1.335 -7.415
H -5.577 -0.794 -7.054
H -6.392 -0.029 -4.845

HOMO (spin up / spin down), Eh: -0.3778 / -0.3667
Energy above the lowest of the compared OMol25 structures with the same formula, charge and spin, kcal per mole: 0.0
HOMO-LUMO gap (spin up / spin down), eV: 7.517 / 7.286
Charge: +1
<S²>: 0.778
Multiplicity: 2
Energy, eV: -114621.1636

Mulliken population analysis, charges in e, atoms 1 to 8: Ti -0.31; C -1.83; Si 2.04; C 0.82; C -0.80; C -0.94; C -1.24; C 0.03